# 1
A molecular structure, C39H93AsF6N9O8P, computed with ωB97M-V/def2-TZVPD.

The geometry in XYZ format:
```
157
Properties=species:S:1:pos:R:3
C 4.2173 3.1138 0.3408
O 2.8121 3.2731 0.2609
C 2.2429 3.6199 1.5575
C 0.6610 3.7135 1.4989
N 0.1540 4.9256 0.7172
H -0.7954 5.0999 1.0144
H 0.4747 5.8145 1.0738
C 0.2497 5.0240 -0.8047
C -0.3591 3.7533 -1.4545
O -1.6568 3.5130 -0.9929
C -2.3057 2.3640 -1.5644
H 4.6536 4.0209 0.7591
H 4.6417 2.8459 -0.6268
H 4.4675 2.3179 1.0422
H 2.7320 4.5673 1.7841
H 2.6305 2.9459 2.3214
H 0.2462 3.9131 2.4869
H 0.0800 2.8908 1.0820
H 1.3086 5.0897 -1.0547
H -0.3377 5.8742 -1.1513
H 0.3073 2.8972 -1.3486
H -0.4773 3.9597 -2.5182
H -2.8177 2.5307 -2.5121
H -3.1028 1.9991 -0.9166
H -1.5482 1.5867 -1.6653
As -0.1675 0.8637 1.8262
F -1.8114 0.1737 1.8413
F -0.8055 2.4328 2.4981
F 1.4965 1.6219 1.6744
F 0.3341 -0.6888 1.2083
F -0.4473 1.3128 0.1366
F 0.1688 0.3787 3.5566
C 4.3125 -0.0104 4.7632
O 4.9427 0.8184 5.3113
N 3.3481 0.2679 3.8518
C 2.6297 -0.8174 3.1658
C 2.9215 1.6455 3.4556
H 4.5562 -1.0702 4.9355
H 2.9228 -1.8501 3.3542
H 2.5755 -0.6620 2.0883
H 1.6251 -0.8599 3.5867
H 2.8087 1.6869 2.3723
H 1.9169 1.8842 3.8050
H 3.6681 2.3819 3.7529
C -3.2969 1.0510 5.7757
O -3.5378 1.3272 6.9225
N -3.3698 -0.2117 5.2658
C -2.9147 -0.6183 3.9767
C -3.9846 -1.2879 5.9925
H -2.9088 1.7223 4.9941
H -2.0767 -1.2839 4.1835
H -2.4755 0.2201 3.4359
H -3.5750 -0.9883 3.1924
H -4.8961 -1.5520 5.4562
H -3.3576 -2.1764 5.9172
H -4.2676 -1.0959 7.0274
C -3.0193 3.4262 1.4484
O -3.3118 4.6054 1.1787
N -3.9419 2.4839 1.2761
C -3.4803 1.0889 1.4287
C -5.3541 2.6006 0.8765
H -2.0618 3.0785 1.8663
H -4.3080 0.4232 1.1844
H -3.3541 0.7603 2.4603
H -2.6319 0.8136 0.8022
H -5.7058 3.5990 0.6165
H -5.6155 2.0239 -0.0107
H -6.0222 2.2418 1.6594
O 4.4748 -0.6708 -2.0952
P 3.2448 0.1424 -2.2218
N 2.1896 0.1731 -0.9074
C 2.7746 0.1217 0.4112
C 0.7668 0.7131 -0.8535
N 2.3355 -0.2686 -3.5956
C 2.7961 0.1031 -4.9203
C 1.4711 -1.4527 -3.5578
N 3.5768 1.8551 -2.5597
C 5.0377 2.2926 -2.6032
C 2.5536 2.8533 -2.9038
H 3.2169 1.0924 0.6352
H 3.5882 -0.5941 0.5286
H 1.9650 -0.1672 1.0813
H 0.7696 1.7888 -0.6778
H 0.0746 0.2878 -0.1268
H 0.2264 0.6315 -1.7966
H 2.8169 -0.7704 -5.5720
H 2.0885 0.8183 -5.3394
H 3.8115 0.4992 -4.9362
H 1.0302 -1.6025 -4.5433
H 2.0115 -2.3967 -3.4868
H 0.7479 -1.3951 -2.7443
H 5.8009 1.6188 -2.2139
H 5.2787 2.5131 -3.6431
H 4.9971 3.1837 -1.9768
H 1.6426 2.8377 -2.3055
H 2.2304 2.6769 -3.9298
H 3.0289 3.8317 -2.9731
C 0.4468 -1.6457 -0.6486
C 1.4586 -2.7759 -0.4813
C 2.2173 -2.4016 0.7602
C 3.1352 -3.5143 1.1796
C 2.4417 -4.8485 1.4361
C 1.4088 -5.2535 0.3326
N 0.7180 -4.0799 -0.1976
O -0.1274 -4.4172 -1.1985
C 2.1555 -6.0468 -0.7972
C 0.4109 -6.2118 1.0029
C 2.3785 -2.8247 -1.7439
H -0.2669 -1.6579 0.1752
H -0.1198 -1.8379 -1.5597
H 0.9009 -0.6806 -0.4241
H 2.8453 -1.5280 0.5857
H 1.4733 -2.2090 1.5332
H 3.5684 -3.2511 2.1446
H 3.9562 -3.7036 0.4882
H 1.9991 -4.8083 2.4313
H 3.2131 -5.5939 1.6298
H 2.8768 -5.4158 -1.3165
H 2.6910 -6.9288 -0.4461
H 1.3624 -6.4216 -1.4443
H -0.3692 -5.6711 1.5388
H -0.1272 -6.7910 0.2526
H 0.9084 -6.9320 1.6525
H 1.8424 -3.4521 -2.4559
H 3.3227 -3.3624 -1.6581
H 2.5098 -1.8141 -2.1307
H -0.9932 -4.1204 -0.9091
C -5.4298 -0.8480 -2.4811
C -4.0814 -0.1318 -2.1563
C -3.8225 -0.3688 -0.6174
C -2.4321 -0.0424 -0.3020
C -1.5078 -1.1022 -1.0291
C -1.9540 -1.5861 -2.4164
N -2.9223 -0.5958 -2.9501
O -3.1450 -0.5408 -4.2939
C -0.7314 -1.6412 -3.3664
C -2.6809 -2.9781 -2.2733
C -4.2366 1.3891 -2.5242
H -5.2833 -1.9262 -2.5455
H -5.6311 -0.5742 -3.5168
H -6.2344 -0.6753 -1.7664
H -4.4079 0.3861 -0.0925
H -4.1224 -1.3663 -0.2961
H -2.2709 -0.0895 0.7750
H -2.2843 0.9949 -0.6026
H -1.4273 -1.9264 -0.3203
H -0.5295 -0.6318 -1.1277
H -1.0820 -1.9214 -4.3598
H -0.0881 -0.7709 -3.2368
H -0.1796 -2.5005 -2.9854
H -2.1333 -3.7155 -1.6864
H -3.5494 -2.8790 -1.6221
H -3.1145 -3.2851 -3.2250
H -4.3496 1.4682 -3.6054
H -3.3091 1.8241 -2.1519
H -5.1142 1.8100 -2.0336
H -2.7363 0.2939 -4.5345
```

HOMO: -7.6 eV
LUMO level: -1.6 eV
2S+1: 1
Total charge: 0
Electronic energy: -5811.0365 hartree

# 2
2 unconnected molecules or ions with the total composition C4H8O2, computed with ωB97M-V/def2-TZVPD.

The geometry in XYZ format:
```
14
Properties=species:S:1:pos:R:3
C 2.1725 -0.0361 -0.0943
O 1.1288 -0.1571 -1.0527
C -0.2085 0.0244 -0.6308
C -1.7494 -0.9394 0.3842
C -0.5370 1.2649 0.0794
O -1.5796 1.3255 0.6952
H 3.1139 -0.3496 -0.5652
H 2.3080 0.9968 0.2615
H 1.9608 -0.6886 0.7554
H -0.7938 -0.1668 -1.5152
H -1.7488 -1.8099 -0.2421
H -1.4070 -1.0787 1.4075
H -2.7871 -0.5257 0.4345
H 0.1272 2.1403 0.0827
```

HOMO: -8.9 eV
LUMO level: 0.3 eV
2S+1: 1
Total charge: 0
Electronic energy: -307.5358 hartree

# 3
A molecular structure, C35H30BiClF2N3O2Se, computed with ωB97M-V/def2-TZVPD.

The geometry in XYZ format:
```
75
Properties=species:S:1:pos:R:3
Bi -17.0252 5.8833 -7.8900
F -20.8348 9.2394 -6.1755
C -20.0909 8.9428 -7.2231
C -19.1608 7.8798 -7.1822
C -18.4295 7.5939 -8.3797
C -18.6908 8.2895 -9.5380
C -19.5859 9.3285 -9.4545
F -19.9101 10.0274 -10.5565
C -20.3336 9.6580 -8.3270
C -17.9641 7.9516 -10.7690
C -18.4150 8.3361 -12.0553
C -17.6942 7.9339 -13.1729
C -16.5804 7.1505 -12.9869
C -16.2444 6.7507 -11.6835
N -16.9599 7.0928 -10.6262
H -18.9908 7.2593 -6.3276
H -21.0552 10.4723 -8.3581
H -19.3219 8.8798 -12.1751
H -18.0416 8.1330 -14.1691
H -15.9357 6.8135 -13.8070
H -15.3169 6.2235 -11.4854
C -13.6987 1.8200 -7.1802
O -14.7480 2.7698 -7.1964
C -14.9045 3.5120 -8.3852
C -15.0116 2.7209 -9.5805
H -13.9511 0.9403 -7.7938
H -13.4881 1.4949 -6.1867
H -12.8339 2.2896 -7.7266
H -14.2571 1.9131 -9.6312
H -14.6989 3.3079 -10.4735
H -16.0132 2.3398 -9.7540
Cl -20.2698 2.5201 -4.1508
C -19.6649 2.8847 -5.7600
C -18.4589 2.3888 -6.2211
C -17.9857 2.8344 -7.4359
C -18.6753 3.7016 -8.2786
C -17.9992 4.4466 -9.3650
C -19.9567 4.1572 -7.7780
C -20.4082 3.7730 -6.5145
H -17.8055 1.8635 -5.5119
H -16.9773 2.5163 -7.7265
H -18.7625 4.9312 -9.9704
H -17.3157 3.8020 -9.8910
H -20.5600 4.7545 -8.4131
H -21.3454 4.0602 -6.1061
Se -13.7810 5.0041 -8.3610
N -14.9353 6.4761 -8.1473
C -14.3808 7.4533 -8.9958
C -14.6655 8.8178 -8.9541
C -14.3201 9.7271 -9.9491
C -13.5519 9.1906 -11.0033
C -13.1055 7.8841 -11.0182
C -13.5036 6.9536 -10.0067
N -13.3020 5.5804 -10.0560
H -15.3655 9.2363 -8.2146
H -14.6248 10.7656 -9.9226
H -13.1708 9.8380 -11.7735
H -12.5410 7.5733 -11.8871
C -15.5300 5.0837 -4.2648
C -15.3211 6.5770 -4.5396
O -16.3233 7.2702 -4.7848
C -13.9257 7.1647 -4.7230
C -13.7997 8.1867 -5.6284
C -12.5285 8.6535 -6.0012
C -11.4293 8.0595 -5.4444
C -11.5440 7.0400 -4.5036
C -12.8083 6.6145 -4.1627
H -16.2139 4.8432 -3.4266
H -14.5550 4.6112 -4.0734
H -15.9693 4.6420 -5.1735
H -14.6720 8.6524 -6.0927
H -12.4208 9.4473 -6.7303
H -10.4604 8.3422 -5.8362
H -10.6776 6.5078 -4.1151
H -12.8546 5.7491 -3.5541
```

HOMO: -3.3 eV
LUMO level: 2.6 eV
2S+1: 1
Total charge: -1
Electronic energy: -4942.2922 hartree

# 4
A gas-phase ion, C4H7N2 (charge +1), computed with ωB97M-V/def2-TZVPD.

The geometry in XYZ format:
```
13
Properties=species:S:1:pos:R:3
N 2.6828 -0.2491 0.0769
C 1.3899 0.3960 0.1075
N 0.0324 0.0855 0.0160
C -1.0712 -0.8053 0.3941
C -1.9506 -0.2858 -0.6911
C -1.1908 0.6816 0.0986
H 2.6923 -1.1619 0.5124
H 3.5555 0.2728 0.1332
H 1.3507 1.4781 -0.1825
H -0.9792 -1.2757 1.3669
H -3.0401 -0.3310 -0.6177
H -1.8051 -0.3189 -1.7514
H -1.6667 1.5138 0.5370
```

HOMO: -13.8 eV
LUMO level: -4.2 eV
2S+1: 1
Total charge: +1
Electronic energy: -265.7143 hartree

Which formula does entry 3 have? C35H30BiClF2N3O2Se